Entry from the OMol25 dataset: 2 unconnected molecules or ions with the total composition C5H11FS at a distorted geometry (the ωB97M-V functional and the def2-TZVPD basis).

## Properties
Energy ... -18913.4885 eV
Largest force on an atom ... 4.23 eV/A
SMILES ... C=C(C)CC.FS
E_LUMO ... -0.2 eV

Atoms and positions in Å:
C: 1.78840 0.08544 0.54716
C: 0.57777 0.28699 0.14777
C: -0.61167 -0.16946 0.88823
C: 0.22844 1.26530 -1.02573
C: -0.68472 2.52780 -0.68978
H: 2.68201 0.54162 0.04816
H: 1.82794 -0.44077 1.43262
H: -0.87419 0.48760 1.82339
H: -1.43349 -0.30131 0.14107
H: -0.46469 -1.18247 1.29256
H: 1.15995 1.60263 -1.31247
H: -0.13829 0.60618 -1.92902
H: -0.41671 2.98033 0.34765
H: -1.77248 2.19198 -0.45966
H: -0.58728 3.33171 -1.42823
F: -1.60504 -4.36807 0.09062
S: -0.10948 -4.84210 0.64792
H: 0.43353 -4.60341 -0.56226

Here are the Löwdin charges for atoms 1 to 6, given in e: 0.03 -0.42 -0.10 -0.21 -0.11 0.09